(1)
Computed, not measured: 2 unconnected molecules or ions with the total composition C3H11NO at a distorted geometry, with ωB97M-V with the def2-TZVPD basis set.

## Properties
- SMILES: CN(C)C.O
- Total energy: -6825.6613 eV
- HOMO energy: -8.97 eV
- Multiplicity: 1
- Maximum force: 0.0869 Eh/bohr
- Energy relative to the best compared isomer or geometry (same formula, charge and spin): 152.9 kJ/mol
- Total charge: 0

Each line ends with the natural charge from an NBO analysis.
CARTESIAN COORDINATES (ANGSTROEM)
C (0.05936, 1.12964, -0.78089)  -0.421
N (0.00766, -0.03948, -0.00622)  -0.455
C (-1.20292, 0.08635, 0.82378)  -0.410
C (-0.07406, -1.20937, -0.90093)  -0.414
H (0.04043, 2.06936, -0.24036)  0.213
H (-0.85890, 1.03230, -1.32963)  0.159
H (0.88308, 0.94612, -1.56602)  0.199
H (-1.39566, -0.95063, 1.34216)  0.211
H (-1.08036, 0.86734, 1.47363)  0.199
H (-2.07471, 0.35326, 0.15940)  0.161
H (-0.12347, -2.20764, -0.41565)  0.222
H (0.82379, -1.14810, -1.53390)  0.200
H (-0.94963, -1.00055, -1.59868)  0.163
H (2.73810, -0.09938, 1.46432)  0.453
H (1.33557, 0.29631, 1.20883)  0.480
O (1.87172, -0.12552, 1.90014)  -0.959

=====

(2)
Computed, not measured: 19 unconnected molecules or ions with the total composition C57H114O19 at a distorted geometry, with ωB97M-V with the def2-TZVPD basis set.

## Properties
- Total energy: -99858.5815 eV
- HOMO energy: -8.80 eV
- Multiplicity: 1
- Maximum force: 0.0774 Eh/bohr
- Energy relative to the best compared isomer or geometry (same formula, charge and spin): 0.0 kJ/mol
- Total charge: 0

Each line ends with the Mulliken charge.
CARTESIAN COORDINATES (ANGSTROEM)
C (-5.55679, -4.92548, 2.36489)  -1.455
C (-4.28809, -4.23026, 2.71712)  0.759
O (-3.23409, -4.82633, 2.82732)  -0.493
C (-4.48599, -2.69790, 2.93236)  -0.425
H (-5.87455, -4.65141, 1.35890)  0.276
H (-6.31709, -4.73264, 3.12176)  0.409
H (-5.39955, -6.00368, 2.33549)  0.366
H (-4.35721, -2.15862, 1.99390)  0.075
H (-3.77082, -2.30909, 3.65724)  -0.017
H (-5.50053, -2.55848, 3.30570)  0.542
C (-3.36939, 6.11549, 0.56444)  -1.049
C (-1.93184, 5.65489, 0.26500)  0.373
O (-1.12619, 6.44180, -0.25265)  -0.616
C (-1.56623, 4.29096, 0.78263)  1.322
H (-3.49622, 7.18195, 0.37813)  0.447
H (-3.61309, 5.99401, 1.61988)  0.267
H (-4.03936, 5.54679, -0.08039)  0.072
H (-2.24499, 3.51372, 0.43154)  -0.545
H (-1.57519, 4.22887, 1.87082)  0.061
H (-0.54469, 4.02606, 0.50986)  -0.307
C (-1.28163, 1.99109, 3.68354)  0.836
C (-1.96343, 1.18290, 4.77989)  0.176
O (-2.83579, 1.69597, 5.46849)  -0.635
C (-1.60829, -0.27105, 4.98920)  -0.243
H (-0.24078, 1.68374, 3.58234)  0.073
H (-1.32763, 3.02082, 4.03797)  0.465
H (-1.80412, 1.87784, 2.73365)  -0.981
H (-1.96770, -0.68433, 5.93160)  0.458
H (-0.53264, -0.39906, 4.86794)  0.090
H (-2.11008, -0.78086, 4.16676)  -0.267
C (-1.30575, 5.64754, -3.91425)  -1.036
C (-0.16614, 4.71771, -3.41659)  0.612
O (1.02139, 4.97671, -3.33080)  -0.599
C (-0.58591, 3.26813, -3.25418)  0.664
H (-2.02663, 5.16926, -4.57733)  0.164
H (-0.82162, 6.50211, -4.38692)  0.411
H (-1.84277, 6.11480, -3.08879)  0.192
H (-0.49154, 2.60981, -4.11778)  0.440
H (-1.64093, 3.25781, -2.98045)  -0.744
H (-0.00305, 2.78683, -2.46887)  -0.177
C (4.48603, -2.08904, 4.78628)  -1.503
C (3.89643, -1.49625, 3.50731)  0.470
O (4.61122, -1.13385, 2.59338)  -0.522
C (2.42374, -1.13855, 3.38234)  0.428
H (3.98180, -3.00574, 5.09210)  0.305
H (4.33735, -1.29057, 5.51322)  0.460
H (5.55782, -2.28610, 4.76351)  0.338
H (2.20973, -0.67536, 2.41913)  -0.466
H (2.19170, -0.39291, 4.14279)  0.551
H (1.76003, -1.99493, 3.50144)  -0.184
C (-5.33840, 3.33729, -7.41279)  -1.248
C (-4.06394, 3.60300, -6.67238)  0.601
O (-3.17170, 4.26173, -7.15540)  -0.558
C (-3.85645, 2.89245, -5.37422)  -0.282
H (-5.44878, 4.01065, -8.26279)  0.348
H (-6.24531, 3.50608, -6.83218)  0.344
H (-5.29317, 2.31491, -7.78802)  0.300
H (-4.25531, 1.88261, -5.47032)  0.493
H (-4.39773, 3.42407, -4.59160)  0.183
H (-2.81042, 2.82310, -5.07568)  -0.164
C (-0.64320, -0.41140, -3.94470)  0.634
C (0.85102, -0.28615, -4.00822)  0.684
O (1.48110, 0.02375, -3.02589)  -0.357
C (1.58955, -0.61017, -5.32080)  -1.610
H (-0.94150, -1.01447, -3.08711)  -0.755
H (-0.90659, -1.03447, -4.79940)  0.562
H (-1.14823, 0.55033, -3.85471)  -0.427
H (0.86977, -1.09765, -5.97836)  0.457
H (2.38556, -1.35320, -5.27227)  0.249
H (1.92609, 0.33729, -5.74171)  0.375
C (1.50337, 7.36528, 2.91087)  -1.042
C (0.98770, 6.02852, 3.42284)  0.696
O (0.03055, 5.99050, 4.17544)  -0.617
C (1.88730, 4.82257, 3.10575)  -0.296
H (2.23171, 7.20721, 2.11548)  0.100
H (1.94734, 7.86605, 3.77124)  0.375
H (0.62005, 7.94664, 2.64657)  0.335
H (1.90100, 4.57705, 2.04385)  -0.284
H (1.61463, 3.92694, 3.66397)  0.216
H (2.92076, 5.10527, 3.30612)  0.470
C (-4.66515, 1.08772, 2.74674)  -0.701
C (-4.74709, 2.54701, 2.94224)  0.618
O (-4.06354, 3.31049, 2.29537)  -0.300
C (-5.58203, 3.02893, 4.04925)  -1.693
H (-4.41025, 0.61981, 3.69762)  0.443
H (-3.89628, 0.72719, 2.06340)  -0.221
H (-5.65053, 0.75904, 2.41640)  0.750
H (-5.12813, 2.81403, 5.01666)  0.289
H (-6.62893, 2.73859, 3.96086)  0.417
H (-5.65872, 4.11387, 3.97775)  0.403
C (-1.41266, 0.68431, -0.02575)  1.682
C (-0.80718, -0.47858, 0.73106)  -0.021
O (-1.31998, -0.90122, 1.75189)  -0.191
C (0.38885, -1.11516, 0.12764)  2.762
H (-0.70415, 1.50959, -0.09655)  -0.486
H (-2.32797, 0.97917, 0.48744)  -0.960
H (-1.62160, 0.39959, -1.05696)  -0.028
H (0.06627, -1.55158, -0.81765)  -0.858
H (0.76043, -1.94870, 0.72366)  -0.738
H (1.05670, -0.29194, -0.12609)  -1.037
C (-5.90603, 0.79937, -0.89224)  -0.912
C (-4.80341, 1.53765, -1.59818)  0.538
O (-4.07597, 0.92532, -2.37173)  -0.512
C (-4.67943, 3.00437, -1.34536)  0.071
H (-6.01642, 1.04033, 0.16504)  0.063
H (-5.59945, -0.24662, -0.89580)  0.170
H (-6.81733, 0.99040, -1.45895)  0.391
H (-4.85369, 3.18802, -0.28517)  0.076
H (-5.41891, 3.48180, -1.98826)  0.574
H (-3.64498, 3.22655, -1.60736)  -0.507
C (3.40094, -7.90671, -1.39891)  -0.948
C (2.05461, -7.72690, -0.78619)  0.958
O (1.68666, -6.65921, -0.35939)  -0.252
C (1.19515, -8.95558, -0.63174)  -1.474
H (4.08401, -8.42867, -0.72877)  0.402
H (3.88165, -6.93662, -1.52515)  -0.128
H (3.23347, -8.45649, -2.32508)  0.404
H (1.03850, -9.46011, -1.58516)  0.378
H (0.24151, -8.65326, -0.19900)  0.306
H (1.63445, -9.65936, 0.07523)  0.356
C (-0.02911, -4.25227, 2.40794)  0.207
C (0.15312, -4.31376, 3.94889)  0.297
O (1.06414, -5.01944, 4.43440)  -0.668
C (-0.64613, -3.41908, 4.85759)  -0.600
H (-0.35002, -5.22858, 2.04470)  0.502
H (0.93165, -4.08231, 1.92200)  -0.222
H (-0.77054, -3.50536, 2.12422)  -0.128
H (-1.13922, -3.90483, 5.69961)  0.513
H (-1.48044, -2.96642, 4.32176)  -0.146
H (-0.04394, -2.59946, 5.24960)  0.281
C (3.17515, 5.89739, -0.91913)  -0.706
C (4.47869, 6.04943, -0.16571)  0.777
O (4.70761, 5.40276, 0.81122)  -0.486
C (5.58647, 6.84561, -0.82016)  -1.438
H (2.83986, 6.81873, -1.39539)  0.642
H (2.35516, 5.41600, -0.38626)  -0.216
H (3.37421, 5.28237, -1.79675)  0.438
H (6.48129, 6.73858, -0.20702)  0.361
H (5.28166, 7.88885, -0.73749)  0.346
H (5.71584, 6.60734, -1.87590)  0.344
C (3.93533, -5.45999, -3.76432)  -1.766
C (3.46279, -4.57727, -2.62193)  0.870
O (4.13068, -4.41151, -1.57015)  -0.328
C (2.24944, -3.76068, -2.78276)  -0.191
H (3.78399, -4.90982, -4.69304)  0.438
H (3.28979, -6.33352, -3.85565)  0.378
H (4.96372, -5.79286, -3.62397)  0.338
H (1.44550, -4.47263, -2.96956)  0.662
H (2.30922, -3.06207, -3.61731)  0.018
H (1.95992, -3.20825, -1.88883)  -0.413
C (-3.41810, -2.72532, -2.15599)  -0.721
C (-2.11941, -3.45545, -1.83196)  0.762
O (-1.11169, -3.20174, -2.49006)  -0.506
C (-2.15651, -4.39092, -0.60563)  -0.361
H (-4.09779, -2.60937, -1.31178)  0.102
H (-3.89653, -3.19365, -3.01614)  0.446
H (-3.14172, -1.70110, -2.40636)  0.066
H (-1.14696, -4.52825, -0.21825)  -0.092
H (-2.54655, -5.36563, -0.89877)  0.566
H (-2.78794, -4.13052, 0.24383)  -0.222
C (4.99408, -1.19330, -3.17236)  -0.578
C (4.87454, -0.40522, -1.84169)  0.111
O (5.64417, 0.50811, -1.58853)  -0.641
C (3.82161, -0.96667, -0.88819)  1.757
H (4.58329, -0.52302, -3.92741)  0.138
H (4.53262, -2.17878, -3.10913)  -0.142
H (6.06418, -1.34504, -3.31363)  0.431
H (2.80591, -0.73516, -1.20891)  -1.075
H (4.01838, -0.46415, 0.05884)  -0.235
H (3.94740, -2.02335, -0.65217)  0.194
C (3.63632, 2.26082, 1.71490)  -1.490
C (2.55459, 2.38317, 0.68276)  0.595
O (1.38547, 2.36474, 1.02717)  0.205
C (2.91533, 2.57867, -0.74045)  0.919
H (4.44311, 1.58883, 1.42232)  0.552
H (3.15377, 1.86823, 2.60995)  0.178
H (4.21834, 3.16199, 1.90793)  0.276
H (3.95755, 2.85970, -0.89172)  0.484
H (2.17705, 3.25697, -1.16817)  -0.592
H (2.71264, 1.60477, -1.18604)  -0.893
C (3.61035, -4.51721, 1.92539)  -0.005
C (4.98499, -5.14409, 2.03583)  0.332
O (5.55585, -5.25625, 3.07739)  -0.611
C (5.51059, -5.77877, 0.78564)  -0.623
H (3.77729, -3.62431, 1.32292)  -0.257
H (3.25350, -4.27264, 2.92586)  0.098
H (2.92209, -5.25186, 1.50742)  0.548
H (5.78567, -5.10015, -0.02178)  0.208
H (4.80902, -6.57583, 0.53949)  -0.157
H (6.41860, -6.34252, 0.99966)  0.429

=====

(3)
Computed, not measured: C4H10O in the gas phase, with ωB97M-V with the def2-TZVPD basis set.

## Properties
- SMILES: CC[C@@H](C)O
- Total energy: -6357.0382 eV
- HOMO energy: -10.04 eV
- Multiplicity: 1
- Maximum force: 0.0178 Eh/bohr
- Energy relative to the best compared isomer or geometry (same formula, charge and spin): 73.8 kJ/mol
- Total charge: 0

Each line ends with the natural charge from an NBO analysis.
CARTESIAN COORDINATES (ANGSTROEM)
C (-1.55373, 0.25980, -1.25452)  -0.609
C (-0.01789, 0.18732, -1.09575)  -0.411
C (0.31354, -0.52654, 0.25666)  0.098
C (1.67032, -0.50646, 1.03967)  -0.635
O (-0.58445, 0.07698, 1.18180)  -0.733
H (-1.99117, 0.70727, -0.36179)  0.233
H (-1.99674, -0.73915, -1.36702)  0.196
H (-1.85849, 0.85981, -2.11957)  0.206
H (0.39380, -0.34896, -1.96292)  0.204
H (0.38990, 1.20428, -1.13231)  0.202
H (0.02286, -1.57978, 0.07063)  0.149
H (2.17059, -1.47506, 1.00991)  0.206
H (2.37465, 0.27910, 0.75968)  0.215
H (1.45547, -0.32380, 2.11043)  0.215
H (-0.70041, -0.54871, 1.90134)  0.465

=====

(4)
Computed, not measured: a molecular structure, C13H22Br9F3N2O4 at a distorted geometry, with ωB97M-V with the def2-TZVPD basis set.

## Properties
- Total energy: -663542.8320 eV
- HOMO energy: -9.13 eV
- Multiplicity: 1
- Maximum force: 0.0418 Eh/bohr
- Total charge: 0

Each line ends with the natural charge from an NBO analysis.
CARTESIAN COORDINATES (ANGSTROEM)
C (-5.66701, 16.59278, -9.33088)  -0.703
C (-4.98373, 17.47353, -10.36803)  0.680
O (-3.76920, 17.63964, -10.32259)  -0.665
N (-5.78702, 18.11663, -11.22601)  -0.605
C (-5.32184, 18.85236, -12.36954)  -0.428
H (-5.12608, 16.47288, -8.39974)  0.244
H (-5.83915, 15.65387, -9.86121)  0.229
H (-6.63232, 17.02382, -9.05175)  0.214
H (-6.77586, 18.06673, -11.05463)  0.396
H (-5.80781, 19.82726, -12.44810)  0.205
H (-5.49215, 18.30702, -13.29982)  0.201
H (-4.26640, 19.11180, -12.31899)  0.237
C (1.28321, 12.51006, -16.33779)  -0.706
C (2.05916, 13.55644, -15.55148)  0.670
O (3.14402, 13.96960, -15.92724)  -0.644
N (1.47318, 13.99464, -14.42123)  -0.608
C (1.94554, 15.08736, -13.59162)  -0.418
H (1.92091, 11.63011, -16.40343)  0.239
H (1.04391, 12.95263, -17.30262)  0.234
H (0.36205, 12.17609, -15.85789)  0.206
H (0.59750, 13.59899, -14.11823)  0.397
H (1.12392, 15.79760, -13.51270)  0.187
H (2.84993, 15.51184, -14.01628)  0.238
H (2.14528, 14.67220, -12.60360)  0.196
C (-2.90576, 13.74316, -9.86565)  -0.656
C (-3.26253, 12.62087, -10.82255)  -0.073
O (-2.40105, 11.49904, -10.67604)  -0.483
C (-1.23725, 11.37682, -11.26889)  0.708
O (-0.66735, 12.25133, -11.84459)  -0.571
C (-0.60518, 9.96225, -11.15527)  0.904
F (-1.17150, 9.24668, -10.21176)  -0.294
F (-0.66556, 9.37918, -12.34263)  -0.305
F (0.67788, 10.11936, -10.87391)  -0.304
H (-3.48233, 14.64207, -10.09022)  0.226
H (-1.85449, 13.98406, -9.72439)  0.235
H (-3.23066, 13.49761, -8.84834)  0.214
H (-3.31960, 12.97272, -11.85505)  0.190
H (-4.27988, 12.27080, -10.65501)  0.198
C (-2.22457, 16.99076, -15.79685)  -0.457
Br (-1.11635, 15.48262, -16.39914)  0.089
Br (-4.13372, 16.67743, -16.26708)  0.046
Br (-1.66409, 18.65141, -16.64896)  0.088
H (-2.15771, 17.10971, -14.72457)  0.225
C (1.75784, 12.96722, -8.49983)  -0.470
Br (3.09388, 11.58687, -8.84817)  0.108
Br (2.19733, 14.27162, -7.16446)  0.111
Br (0.10053, 12.05092, -7.89289)  0.033
H (1.45184, 13.47174, -9.40514)  0.218
C (-0.83125, 16.56230, -11.46534)  -0.461
Br (-1.74573, 15.33256, -12.67242)  0.081
Br (-0.09438, 18.10412, -12.41206)  0.093
Br (0.50988, 15.59291, -10.40730)  0.058
H (-1.52102, 16.96222, -10.73120)  0.256

=====

| no. | orbital gap (Eh) |
| --- | --- |
| 1 | 0.363 |
| 2 | 0.325 |
| 3 | 0.406 |
| 4 | 0.319 |